(1)
This record from the Open Molecules 2025 dataset describes a cluster of 6 separate species, C24H42N6 in total. The level of theory is ωB97M-V with the def2-TZVPD basis set.

* gap between HOMO and LUMO: 11.49 eV
* SMILES: CCCC#N.CCCC#N.CCCC#N.CCCC#N.CCCC#N.CCCC#N
* HOMO: -11.31 eV
* multiplicity: 1
* total charge: 0

CARTESIAN COORDINATES (ANGSTROEM)
C1 4.8528 7.0969 -0.6177
C2 5.1124 6.6167 -2.1295
C3 5.8849 7.5348 -3.0949
C4 5.1835 8.8817 -3.3084
N1 4.6778 9.9169 -3.4229
H1 3.9813 6.5264 -0.2967
H2 4.5830 8.1487 -0.5229
H3 5.6482 6.8140 0.0719
H4 4.2528 6.1969 -2.6520
H5 5.8178 5.7858 -2.1431
H6 5.9451 7.0159 -4.0516
H7 6.8858 7.8574 -2.8081
C5 -9.4869 -2.4658 4.3402
C6 -8.1662 -1.7905 4.8830
C7 -6.9226 -1.7740 3.9824
C8 -7.2116 -1.2274 2.6387
N2 -7.4277 -0.8754 1.5600
H8 -9.5498 -3.5507 4.2559
H9 -9.7901 -1.9890 3.4080
H10 -10.1588 -2.0990 5.1162
H11 -7.8125 -2.1635 5.8442
H12 -8.2640 -0.7165 5.0409
H13 -6.6605 -2.8144 3.7904
H14 -6.0239 -1.2775 4.3484
C9 3.3345 -5.4562 -2.4957
C10 4.1542 -5.8130 -3.7114
C11 5.5497 -5.0957 -3.5954
C12 6.2824 -5.3616 -2.3517
N3 6.8393 -5.5682 -1.3439
H15 3.5874 -5.9252 -1.5448
H16 2.3998 -6.0155 -2.5345
H17 3.2313 -4.3712 -2.4809
H18 3.7545 -5.4983 -4.6754
H19 4.3210 -6.8901 -3.7184
H20 5.3050 -4.0354 -3.5322
H21 6.1345 -5.1570 -4.5132
C13 -0.4067 -0.4045 2.1607
C14 -0.9780 0.8608 1.5800
C15 -0.0664 1.5980 0.5240
C16 0.0497 0.6994 -0.6663
N4 0.1463 0.0317 -1.6450
H22 0.3511 -0.8863 1.5428
H23 -1.2144 -1.1264 2.2809
H24 -0.0357 -0.1955 3.1641
H25 -1.1725 1.5237 2.4231
H26 -1.9342 0.6266 1.1121
H27 0.9499 1.8177 0.8511
H28 -0.5351 2.5602 0.3174
C17 -3.8230 -1.2608 10.4916
C18 -2.6351 -0.2104 10.5510
C19 -1.9273 -0.0343 9.2630
C20 -1.5840 -1.3876 8.6782
N5 -1.2823 -2.4553 8.2804
H29 -3.5476 -2.3063 10.3535
H30 -4.5459 -0.9863 9.7234
H31 -4.4373 -1.2004 11.3899
H32 -1.9349 -0.7640 11.1765
H33 -2.8600 0.6678 11.1563
H34 -0.9908 0.4689 9.5031
H35 -2.4043 0.5186 8.4537
C21 1.7322 -0.7927 -11.0339
C22 2.1395 -0.0982 -9.7525
C23 0.9182 0.4609 -9.0719
C24 0.2717 1.5908 -9.8377
N6 -0.1736 2.5758 -10.3568
H36 0.9367 -1.5241 -10.8912
H37 2.5014 -1.3225 -11.5958
H38 1.2752 -0.0356 -11.6713
H39 2.8561 0.7112 -9.8927
H40 2.6659 -0.8085 -9.1150
H41 1.2776 0.9586 -8.1712
H42 0.1732 -0.3324 -9.0105

***

(2)
This record from the Open Molecules 2025 dataset describes a cluster of 6 separate species, C24H42N6 in total. The level of theory is ωB97M-V with the def2-TZVPD basis set.

* gap between HOMO and LUMO: 11.42 eV
* SMILES: CCCC#N.CCCC#N.CCCC#N.CCCC#N.CCCC#N.CCCC#N
* HOMO: -11.33 eV
* multiplicity: 1
* total charge: 0

CARTESIAN COORDINATES (ANGSTROEM)
C1 5.4358 -4.5917 -0.2994
C2 4.2495 -4.8860 -1.1611
C3 4.5898 -4.6774 -2.6512
C4 5.2695 -5.9400 -3.1631
N1 5.8048 -6.9669 -3.5035
H1 5.9418 -5.5460 -0.4461
H2 5.1291 -4.6547 0.7446
H3 6.0321 -3.7139 -0.5483
H4 3.4906 -4.1889 -0.8057
H5 3.9646 -5.9305 -1.0349
H6 5.2877 -3.8771 -2.8975
H7 3.6906 -4.4438 -3.2213
C5 6.8876 2.0002 3.6600
C6 6.3462 0.5629 3.3355
C7 4.7762 0.5400 2.9518
C8 4.3311 1.3586 1.8540
N2 3.9345 2.0688 1.0651
H8 6.7883 2.5421 2.7195
H9 7.9194 1.9782 4.0107
H10 6.1344 2.5268 4.2460
H11 6.6399 -0.0807 4.1647
H12 6.8016 0.1850 2.4202
H13 4.1435 0.8341 3.7893
H14 4.5039 -0.4683 2.6397
C9 -1.7973 5.9162 -0.0401
C10 -1.2578 5.1358 1.1982
C11 -2.2759 4.6070 2.2445
C12 -3.1455 5.6132 2.8492
N3 -3.8588 6.3755 3.3244
H15 -2.3335 5.1958 -0.6580
H16 -1.0448 6.4691 -0.6023
H17 -2.4808 6.6771 0.3365
H18 -0.5109 5.7957 1.6396
H19 -0.6635 4.2818 0.8732
H20 -1.9222 3.8943 2.9895
H21 -3.0805 4.0021 1.8262
C13 -1.7597 -0.5707 -2.5615
C14 -0.8153 0.1970 -1.6504
C15 0.2840 -0.7833 -1.1421
C16 -0.1474 -1.4047 0.1404
N4 -0.4779 -1.9270 1.1564
H22 -1.4210 -0.4729 -3.5929
H23 -2.7282 -0.0844 -2.4443
H24 -1.7914 -1.6132 -2.2451
H25 -1.3627 0.6579 -0.8282
H26 -0.2389 0.9399 -2.2017
H27 1.2553 -0.3196 -0.9701
H28 0.4528 -1.6865 -1.7286
C17 -2.6638 -0.8176 8.4501
C18 -2.3918 -2.2048 7.8791
C19 -1.4393 -2.1434 6.5825
C20 -0.2481 -1.3351 6.6430
N5 0.6979 -0.7002 6.6671
H29 -3.2950 -0.7809 9.3380
H30 -3.0193 -0.1408 7.6731
H31 -1.6649 -0.4797 8.7258
H32 -3.3338 -2.6015 7.5004
H33 -1.9158 -2.8818 8.5885
H34 -2.0430 -1.8167 5.7358
H35 -1.2027 -3.1939 6.4135
C21 -4.6985 0.3287 -8.2425
C22 -5.8513 -0.0507 -9.1524
C23 -7.1762 0.7103 -9.0348
C24 -7.1775 2.1612 -9.1404
N6 -7.2304 3.3049 -9.2815
H36 -3.9817 0.9804 -8.7420
H37 -4.0559 -0.5161 -7.9945
H38 -5.0475 0.7295 -7.2909
H39 -6.0463 -1.1144 -9.0157
H40 -5.6632 0.1385 -10.2092
H41 -7.6031 0.4146 -8.0764
H42 -7.9193 0.4825 -9.7990

***

It comes down to (2), which is 1.6 kcal/mol more stable than the next structure.